DFT (ωB97M-V/def2-TZVPD) results for a molecular structure, C8H8AlNO3P in a non-equilibrium geometry.

```
22
Properties=species:S:1:pos:R:3:forces:R:3:mulliken_charge:R:1
N -4.108 0.453 -0.812 -0.3 -0.5 0.2 -0.232
P -3.016 0.918 -1.921 2.3 -0.3 0.3 0.299
C -1.309 0.215 -1.431 2.6 -2.5 1.2 0.260
C -1.122 -1.111 -0.718 0.3 3.3 -1.7 -0.255
C 0.450 -1.530 -0.330 2.0 -4.5 -0.6 0.107
O 0.944 -2.772 -0.460 -3.5 8.4 1.3 -0.399
C 1.386 -0.246 0.193 -0.2 1.6 -0.8 0.418
C 2.426 -0.381 1.461 -0.9 0.9 -0.7 0.074
C 1.772 0.506 2.719 2.7 5.6 4.2 0.121
O 2.421 1.499 3.338 -4.2 -7.1 -4.8 -0.265
C 1.207 1.076 -0.532 -1.1 -2.8 0.3 -0.185
C 0.080 1.085 -1.768 1.3 2.6 -4.8 0.159
O 0.284 1.719 -2.946 -1.7 -4.4 8.5 -0.355
H -3.683 -0.157 -0.079 -0.6 0.5 -0.1 0.340
H -3.339 0.493 -3.279 0.0 0.2 0.7 0.375
H -2.942 2.370 -1.842 -0.1 -0.6 -0.2 0.347
H -2.048 -1.789 -0.463 2.2 1.0 -0.6 0.341
H 3.480 0.102 1.256 -2.1 -1.1 0.3 0.442
H 2.501 -1.492 1.891 0.0 2.8 -1.5 -0.208
H 0.686 0.252 3.145 2.1 0.3 -1.0 0.319
H 1.774 2.058 -0.244 -1.0 -1.9 -0.7 0.443
Al 2.157 -3.268 2.824 0.1 -1.4 0.6 0.854
```
Forces are in eV/Å.

Output
2S+1 = 1
HOMO-LUMO gap = 2.604 eV
largest force on an atom = 9.71 eV Å⁻¹
charge = +3
DFT total energy = -1172.1682 Ha

***

DFT (ωB97M-V/def2-TZVPD) results for a molecular structure, C4H7NO3 in a non-equilibrium geometry.

```
15
Properties=species:S:1:pos:R:3:forces:R:3:mulliken_charge:R:1
C 1.774 0.197 0.893 -0.3 -0.4 0.2 -1.178
N 0.048 -0.285 -0.816 -0.3 0.0 0.6 -0.057
C 1.303 0.692 -0.344 -0.9 0.3 -0.1 0.784
O 0.341 -1.681 -0.836 -0.1 0.7 0.1 -0.394
O 1.338 1.708 -0.968 0.1 -0.6 0.1 -0.523
H 0.106 -1.978 0.060 0.0 0.1 0.0 0.386
H -0.207 -0.034 -1.769 0.0 0.0 0.0 0.324
H 0.474 -0.011 1.426 0.6 0.4 -0.4 0.464
H 2.509 0.840 1.364 -0.1 0.0 0.0 0.334
H 2.055 -0.851 0.880 0.1 0.0 -0.1 0.331
C -2.286 0.444 -0.343 0.0 -0.1 -0.3 -1.061
C -1.157 -0.015 0.182 1.1 0.0 0.0 0.749
O -0.768 -0.276 1.384 -0.3 -0.3 -0.3 -0.681
H -2.383 0.641 -1.401 0.0 -0.1 0.0 0.226
H -3.146 0.609 0.288 0.1 0.1 0.1 0.296
```
Forces are in eV/Å.

Output
2S+1 = 1
HOMO-LUMO gap = 9.520 eV
largest force on an atom = 1.15 eV Å⁻¹
DFT total energy = -436.9497 Ha

***

We obtain E_HOMO values of -19.882; -8.951 eV for the records listed above, in that order.